Molecular formula: C27H29CoN13STe4
Method: DFT, ωB97M-V/def2-TZVPD

Cartesian coordinates (Å):
Co (-0.06, 0.99, 0.65)
C (-4.00, 1.59, -0.98)
C (-2.99, 1.51, -0.07)
N (-1.77, 1.23, -0.54)
C (-1.49, 1.13, -1.84)
C (-2.51, 1.40, -2.71)
N (-3.80, 1.64, -2.29)
C (-0.14, 0.62, -2.20)
C (0.20, 0.22, -3.49)
C (1.48, -0.37, -3.70)
C (2.30, -0.61, -2.58)
C (1.93, -0.18, -1.29)
N (0.71, 0.44, -1.18)
C (2.58, -0.21, 0.02)
C (3.58, -1.14, 0.25)
N (3.99, -1.47, 1.43)
C (3.48, -0.84, 2.51)
C (2.46, 0.12, 2.32)
N (1.98, 0.44, 1.13)
C (1.89, -0.80, -5.03)
C (1.70, -2.12, -5.41)
C (2.06, -2.49, -6.70)
N (2.69, -1.65, -7.53)
C (2.98, -0.41, -7.13)
C (2.54, 0.08, -5.90)
H (-5.01, 1.58, -0.64)
H (-3.09, 1.73, 0.95)
H (-2.48, 1.44, -3.79)
H (-0.53, 0.27, -4.30)
H (3.28, -1.11, -2.78)
H (4.10, -1.66, -0.56)
H (3.89, -1.02, 3.46)
H (2.11, 0.71, 3.11)
H (1.23, -2.80, -4.74)
H (1.84, -3.49, -7.08)
H (3.56, 0.25, -7.79)
H (2.79, 1.10, -5.58)
Te (-1.56, 0.16, 4.91)
Te (-4.14, -0.52, 4.35)
Te (-5.70, 1.67, 4.67)
Te (-0.83, 1.89, 3.16)
C (-1.72, -4.43, 3.92)
C (-0.32, -4.91, 3.41)
C (0.80, -4.39, 4.33)
C (-0.17, -4.55, 1.94)
N (-0.52, -3.17, 1.60)
C (0.11, -2.05, 1.75)
N (-0.64, -1.05, 1.31)
N (-1.78, -1.66, 0.83)
N (-1.73, -2.94, 1.04)
H (-1.85, -4.58, 5.00)
H (-2.47, -4.96, 3.40)
H (-1.95, -3.35, 3.64)
H (-0.27, -6.00, 3.48)
H (0.94, -3.31, 4.22)
H (1.80, -4.85, 4.12)
H (0.57, -4.72, 5.35)
H (-0.73, -5.21, 1.27)
H (0.90, -4.69, 1.57)
H (1.09, -2.07, 2.19)
C (-3.49, 5.51, 0.31)
C (-2.09, 6.09, 0.58)
C (-1.04, 5.08, 0.69)
N (-1.02, 3.88, 0.24)
N (0.16, 3.23, 0.42)
C (1.11, 4.04, 0.88)
N (2.44, 3.66, 1.21)
S (0.55, 5.59, 1.29)
H (-4.24, 6.35, 0.34)
H (-3.79, 4.66, 0.95)
H (-3.58, 5.12, -0.66)
H (-2.03, 6.78, 1.44)
H (-1.85, 6.70, -0.28)
H (2.60, 2.68, 1.21)
H (2.93, 4.20, 1.90)

For the total energy, the calculation gives -125474.4159 eV. As for the net charge: 0. The value obtained for the HOMO energy (spin up / spin down) is -5.63 / -6.81 eV. Its spin multiplicity is 4. The value obtained for the frontier orbital gap (spin up / spin down) is 5.12 / 5.25 eV.



Molecular formula: C27H29CoN6O3SSi
Method: DFT, ωB97M-V/def2-TZVPD

Cartesian coordinates (Å):
Co (-0.31, 0.10, 0.13)
C (-1.60, 0.65, 3.99)
O (-0.40, 0.31, 4.68)
C (0.80, 0.52, 4.08)
C (1.85, 0.88, 4.91)
C (3.12, 1.12, 4.41)
C (3.34, 1.04, 3.05)
C (2.31, 0.67, 2.18)
C (2.60, 0.62, 0.76)
N (1.74, 0.33, -0.13)
N (2.16, 0.34, -1.45)
C (1.12, 0.24, -2.23)
O (-0.11, 0.15, -1.83)
C (1.35, 0.22, -3.70)
C (2.64, 0.15, -4.23)
C (2.83, 0.13, -5.60)
C (1.73, 0.18, -6.46)
C (0.45, 0.25, -5.94)
C (0.26, 0.27, -4.56)
C (1.03, 0.37, 2.69)
O (0.05, -0.10, 1.93)
H (-2.36, 0.74, 4.77)
H (-1.89, -0.11, 3.28)
H (-1.49, 1.61, 3.47)
H (1.64, 0.97, 5.97)
H (3.92, 1.40, 5.08)
H (4.32, 1.26, 2.63)
H (3.62, 0.87, 0.45)
H (3.48, 0.12, -3.55)
H (3.83, 0.07, -6.00)
H (1.89, 0.16, -7.53)
H (-0.40, 0.30, -6.60)
H (-0.74, 0.34, -4.15)
C (-2.54, 5.33, 0.11)
Si (-4.05, 4.24, 0.24)
C (-4.93, 4.57, 1.86)
C (-5.20, 4.62, -1.19)
C (-3.71, 2.37, 0.18)
C (-4.82, 1.55, 0.14)
C (-4.73, 0.15, 0.10)
C (-3.47, -0.39, 0.10)
N (-2.38, 0.37, 0.14)
C (-2.46, 1.72, 0.18)
S (-0.89, 2.45, 0.23)
H (-2.88, 6.37, 0.11)
H (-1.98, 5.15, -0.80)
H (-1.86, 5.19, 0.95)
H (-5.21, 5.62, 1.95)
H (-4.27, 4.33, 2.70)
H (-5.83, 3.97, 1.96)
H (-5.48, 5.67, -1.19)
H (-6.12, 4.03, -1.16)
H (-4.70, 4.41, -2.14)
H (-5.81, 1.99, 0.14)
H (-5.61, -0.47, 0.07)
H (-3.30, -1.46, 0.07)
N (-1.22, -4.56, -2.61)
C (-0.76, -4.01, -1.46)
C (-0.78, -2.62, -1.26)
N (-0.32, -2.10, -0.14)
C (0.16, -2.91, 0.81)
C (0.17, -4.28, 0.59)
N (-0.29, -4.83, -0.52)
H (-1.63, -3.99, -3.33)
H (-1.24, -5.56, -2.70)
H (-1.13, -1.93, -2.01)
H (0.53, -2.46, 1.72)
H (0.56, -4.95, 1.35)

For the total energy, the calculation gives -99894.0467 eV. As for the net charge: 0. The value obtained for the HOMO energy (spin up / spin down) is -7.72 / -7.71 eV. Its spin multiplicity is 5. The value obtained for the frontier orbital gap (spin up / spin down) is 7.80 / 6.55 eV.



Molecular formula: C27H29F5IN2O3PS
Method: DFT, ωB97M-V/def2-TZVPD

Cartesian coordinates (Å):
N (1.64, 1.65, -0.14)
C (0.46, 2.38, -0.66)
C (-0.82, 1.95, 0.10)
C (-1.69, 3.09, 0.64)
N (-2.86, 3.52, -0.18)
P (-4.17, 2.33, -0.40)
O (-3.83, 1.57, -1.82)
I (-3.87, 0.53, 1.26)
S (-2.40, 4.29, -1.55)
O (-1.77, 3.47, -2.52)
O (-1.60, 5.41, -1.24)
F (-3.73, 4.79, -2.18)
H (2.10, 1.22, -0.94)
H (2.28, 2.31, 0.27)
H (0.55, 3.47, -0.59)
H (0.34, 2.15, -1.71)
H (-0.54, 1.29, 0.92)
H (-1.42, 1.34, -0.58)
H (-1.05, 3.97, 0.76)
H (-2.01, 2.84, 1.65)
H (-3.87, 0.60, -1.72)
F (-1.72, -1.24, -0.30)
C (-0.55, -1.90, -0.46)
C (-0.09, -2.17, -1.74)
C (1.11, -2.84, -1.89)
C (1.84, -3.24, -0.77)
C (1.36, -2.96, 0.50)
C (0.16, -2.28, 0.66)
H (-0.67, -1.86, -2.59)
H (1.49, -3.06, -2.88)
H (2.78, -3.77, -0.89)
H (1.92, -3.27, 1.37)
H (-0.23, -2.04, 1.64)
F (2.82, -5.38, 1.31)
C (2.77, -5.88, 2.56)
C (3.81, -6.67, 3.02)
C (3.75, -7.17, 4.31)
C (2.67, -6.89, 5.12)
C (1.63, -6.09, 4.65)
C (1.68, -5.58, 3.36)
H (4.64, -6.89, 2.36)
H (4.56, -7.79, 4.68)
H (2.63, -7.29, 6.13)
H (0.78, -5.87, 5.28)
H (0.89, -4.95, 2.98)
F (0.77, -2.37, 3.88)
C (1.10, -1.09, 4.16)
C (1.24, -0.19, 3.12)
C (1.57, 1.12, 3.41)
C (1.76, 1.52, 4.72)
C (1.62, 0.60, 5.75)
C (1.28, -0.71, 5.47)
H (1.10, -0.52, 2.10)
H (1.68, 1.84, 2.60)
H (2.02, 2.55, 4.94)
H (1.77, 0.91, 6.78)
H (1.15, -1.44, 6.27)
F (-3.26, 1.75, -7.40)
C (-2.83, 2.99, -7.07)
C (-2.50, 3.87, -8.08)
C (-2.06, 5.15, -7.74)
C (-1.95, 5.51, -6.41)
C (-2.29, 4.61, -5.41)
C (-2.73, 3.34, -5.74)
H (-2.59, 3.56, -9.11)
H (-1.81, 5.85, -8.52)
H (-1.61, 6.50, -6.15)
H (-2.20, 4.89, -4.37)
H (-3.01, 2.62, -4.97)

Its SMILES is NCCCN(P(O)I)S(=O)(=O)F.Fc1ccccc1.Fc1ccccc1.Fc1ccccc1.Fc1ccccc1. For the total energy, the calculation gives -79404.1110 eV. As for the net charge: 0. The value obtained for the HOMO energy is -9.02 eV. The value obtained for the frontier orbital gap is 8.60 eV.



Molecular formula: C27H29N3O10PS
Method: DFT, ωB97M-V/def2-TZVPD

Cartesian coordinates (Å):
C (-3.45, 3.53, -4.48)
C (-2.09, 4.36, -4.61)
C (-0.91, 3.86, -3.65)
C (-1.33, 3.63, -2.13)
O (-0.31, 2.74, -1.54)
C (-0.12, 3.00, -0.19)
C (-1.21, 3.39, 0.80)
N (-0.97, 3.60, 2.15)
P (-2.42, 4.01, 3.17)
S (-3.97, 2.96, 2.65)
N (0.15, 3.57, 2.85)
C (1.21, 3.26, 1.99)
C (2.64, 3.25, 2.74)
C (2.96, 1.98, 3.48)
C (4.27, 1.89, 4.27)
C (5.07, 3.19, 4.16)
C (4.54, 4.32, 3.31)
N (3.35, 4.45, 2.56)
C (1.24, 2.94, 0.52)
C (2.60, 2.60, -0.22)
C (2.74, 1.00, -0.49)
O (1.98, 0.22, 0.45)
H (-3.26, 2.42, -4.71)
H (-4.22, 3.98, -5.20)
H (-3.94, 3.59, -3.44)
H (-1.72, 4.22, -5.69)
H (-2.29, 5.47, -4.49)
H (-0.35, 2.96, -4.10)
H (-0.12, 4.71, -3.64)
H (-1.21, 4.65, -1.59)
H (-2.39, 3.25, -1.98)
H (-2.27, 3.51, 0.40)
H (-2.68, 5.42, 3.00)
H (-2.15, 3.81, 4.56)
H (2.24, 1.11, 3.47)
H (4.56, 0.97, 4.86)
H (6.05, 3.30, 4.72)
H (5.22, 5.25, 3.25)
H (3.53, 3.06, 0.23)
H (2.50, 3.06, -1.28)
H (2.28, 0.81, -1.53)
H (3.84, 0.69, -0.59)
H (2.22, -0.73, 0.32)
C (2.62, -4.95, 0.42)
C (2.47, -6.21, 0.85)
C (1.33, -6.60, 1.72)
O (1.21, -7.75, 2.08)
C (0.38, -5.55, 2.12)
C (0.54, -4.30, 1.70)
C (1.66, -3.91, 0.80)
O (1.76, -2.76, 0.42)
O (-0.33, -3.31, 2.06)
O (3.35, -7.18, 0.51)
H (3.45, -4.66, -0.21)
H (-0.44, -5.84, 2.77)
H (0.00, -2.50, 1.62)
H (3.02, -7.99, 0.94)
C (-2.42, -3.56, -0.51)
C (-3.72, -3.33, -0.74)
C (-4.45, -4.03, -1.83)
O (-5.63, -3.81, -1.99)
C (-3.70, -4.98, -2.66)
C (-2.40, -5.21, -2.43)
C (-1.68, -4.52, -1.33)
O (-0.50, -4.77, -1.14)
O (-1.70, -6.08, -3.20)
O (-4.42, -2.44, 0.01)
H (-1.88, -3.05, 0.28)
H (-4.24, -5.47, -3.46)
H (-0.79, -6.07, -2.83)
H (-5.33, -2.45, -0.35)

For the total energy, the calculation gives -73524.8656 eV. As for the net charge: +1. The value obtained for the HOMO energy is -11.44 eV. The value obtained for the frontier orbital gap is 6.90 eV.



Molecular formula: C27H29N6OSSn
Method: DFT, ωB97M-V/def2-TZVPD

Cartesian coordinates (Å):
Sn (0.88, 2.61, -0.28)
C (1.92, -4.89, -1.00)
C (0.87, -4.90, 0.05)
C (0.42, -6.10, 0.59)
C (-0.54, -6.14, 1.59)
C (-1.10, -4.95, 2.07)
C (-0.69, -3.75, 1.54)
C (0.28, -3.71, 0.54)
N (0.61, -2.48, -0.07)
C (0.79, -1.29, 0.54)
N (0.93, -1.27, 1.89)
C (0.85, -0.11, 2.63)
C (0.55, 1.10, 2.07)
C (0.35, 2.26, 2.78)
C (0.54, 2.20, 4.16)
C (0.90, 1.01, 4.76)
C (1.06, -0.15, 4.03)
C (1.48, -1.43, 4.68)
N (0.94, -0.17, -0.13)
C (0.53, -0.12, -1.47)
C (-0.78, -0.49, -1.82)
C (-1.18, -0.49, -3.14)
C (-0.29, -0.07, -4.13)
C (0.99, 0.32, -3.79)
C (1.44, 0.30, -2.47)
C (2.89, 0.56, -2.18)
H (2.46, -5.84, -1.00)
H (2.64, -4.09, -0.85)
H (1.47, -4.79, -1.98)
H (0.84, -7.03, 0.22)
H (-0.85, -7.09, 2.00)
H (-1.86, -4.98, 2.82)
H (-1.16, -2.83, 1.86)
H (0.81, -2.53, -1.06)
H (1.00, -2.15, 2.38)
H (0.02, 3.20, 2.33)
H (0.37, 3.09, 4.75)
H (1.06, 0.99, 5.83)
H (1.76, -1.24, 5.71)
H (2.35, -1.86, 4.18)
H (0.67, -2.16, 4.69)
H (-1.46, -0.80, -1.04)
H (-2.17, -0.82, -3.40)
H (-0.60, -0.07, -5.16)
H (1.68, 0.61, -4.57)
H (3.51, -0.02, -2.86)
H (3.16, 0.30, -1.15)
H (3.14, 1.62, -2.35)
O (2.64, 5.65, -1.95)
C (2.11, 4.71, -1.71)
C (-2.42, 4.82, -3.72)
C (-1.89, 5.42, -2.42)
C (-2.13, 4.47, -1.32)
N (-1.21, 3.71, -0.82)
N (-1.65, 2.82, 0.12)
C (-2.94, 2.91, 0.32)
N (-3.64, 2.15, 1.17)
S (-3.70, 4.14, -0.67)
H (-2.20, 5.49, -4.55)
H (-3.50, 4.68, -3.67)
H (-1.95, 3.85, -3.91)
H (-2.39, 6.37, -2.22)
H (-0.81, 5.60, -2.50)
H (-3.18, 1.50, 1.78)
H (-4.62, 2.30, 1.30)

For the total energy, the calculation gives -56095.7073 eV. As for the net charge: +3. The value obtained for the HOMO energy (spin up / spin down) is -15.92 / -15.92 eV. The value obtained for the frontier orbital gap (spin up / spin down) is 4.06 / 4.05 eV.



Molecular formula: C27H29NO7
Method: DFT, ωB97M-V/def2-TZVPD

Cartesian coordinates (Å):
C (-3.89, -4.43, -1.18)
O (-3.68, -3.46, -0.16)
C (-3.73, -2.18, -0.53)
O (-3.98, -1.82, -1.65)
C (-3.38, -1.28, 0.64)
C (-1.87, -1.01, 0.49)
O (-1.06, -1.80, 0.92)
C (-1.51, 0.20, -0.21)
C (-2.43, 1.05, -0.72)
C (-3.91, 0.88, -0.52)
C (-4.21, 0.01, 0.70)
C (-3.92, 0.75, 2.00)
N (-2.04, 2.11, -1.48)
C (-0.75, 2.27, -1.94)
C (-0.56, 3.32, -2.98)
C (0.24, 1.48, -1.45)
C (1.62, 1.62, -1.91)
O (2.01, 2.37, -2.77)
O (2.44, 0.80, -1.22)
C (3.82, 0.84, -1.56)
C (4.68, 0.50, -0.33)
O (5.18, -0.81, -0.34)
C (4.34, -1.87, -0.08)
C (4.92, -3.13, -0.23)
C (4.17, -4.27, 0.02)
C (2.85, -4.17, 0.42)
C (2.28, -2.91, 0.57)
C (3.02, -1.77, 0.33)
C (-0.03, 0.51, -0.32)
C (0.43, 1.12, 0.98)
C (0.85, 0.56, 2.14)
C (1.11, 1.63, 3.03)
C (0.81, 2.77, 2.35)
C (0.88, 4.21, 2.73)
O (0.39, 2.47, 1.10)
H (-3.11, -4.35, -1.94)
H (-4.87, -4.27, -1.65)
H (-3.85, -5.40, -0.69)
H (-3.51, -1.87, 1.55)
H (-4.32, 0.41, -1.42)
H (-4.38, 1.86, -0.40)
H (-5.27, -0.26, 0.67)
H (-4.53, 1.65, 2.06)
H (-2.87, 1.04, 2.05)
H (-4.15, 0.12, 2.85)
H (-2.76, 2.71, -1.87)
H (-0.22, 2.87, -3.91)
H (0.21, 4.02, -2.68)
H (-1.49, 3.86, -3.16)
H (4.06, 1.85, -1.93)
H (4.02, 0.12, -2.35)
H (5.57, 1.12, -0.33)
H (4.10, 0.71, 0.59)
H (5.95, -3.20, -0.54)
H (4.63, -5.24, -0.10)
H (2.27, -5.05, 0.60)
H (1.25, -2.82, 0.87)
H (2.56, -0.81, 0.46)
H (0.51, -0.42, -0.47)
H (0.96, -0.49, 2.34)
H (1.46, 1.56, 4.04)
H (-0.11, 4.66, 2.70)
H (1.28, 4.29, 3.74)
H (1.53, 4.76, 2.05)

Its SMILES is COC(=O)[C@H]1C(=O)C2=C(C[C@@H]1C)NC(C)=C(C(=O)OCCOc1ccccc1)[C@H]2c1ccc(C)o1. For the total energy, the calculation gives -44292.7259 eV. As for the net charge: 0. The value obtained for the HOMO energy is -8.01 eV. The value obtained for the frontier orbital gap is 8.21 eV.



Molecular formula: C27H30As2N3O17P2Rh
Method: DFT, ωB97M-V/def2-TZVPD

Cartesian coordinates (Å):
Rh (0.74, -1.15, -0.26)
O (5.49, 1.64, -0.96)
C (4.94, 1.77, -2.18)
C (5.67, 2.47, -3.15)
C (5.16, 2.64, -4.42)
C (3.91, 2.12, -4.77)
C (3.19, 1.42, -3.82)
C (3.68, 1.24, -2.52)
C (2.86, 0.44, -1.59)
O (1.77, -0.06, -2.00)
N (3.33, 0.31, -0.34)
N (2.52, -0.47, 0.43)
C (2.98, -0.86, 1.56)
C (2.18, -1.74, 2.40)
C (2.71, -2.37, 3.51)
C (1.92, -3.27, 4.20)
C (0.63, -3.50, 3.78)
C (0.16, -2.82, 2.66)
N (0.92, -1.96, 1.99)
H (4.88, 1.09, -0.43)
H (6.63, 2.87, -2.87)
H (5.74, 3.18, -5.16)
H (3.52, 2.25, -5.77)
H (2.22, 0.99, -4.06)
H (3.98, -0.57, 1.84)
H (3.74, -2.18, 3.80)
H (2.31, -3.79, 5.07)
H (-0.02, -4.20, 4.29)
H (-0.85, -2.96, 2.29)
O (-1.22, -3.96, -2.55)
P (-1.44, -3.18, -1.20)
O (-2.83, -3.16, -0.77)
O (-0.79, -1.75, -1.34)
O (-0.46, -3.94, -0.14)
P (1.09, -4.27, -0.54)
O (1.58, -5.04, 0.78)
O (1.12, -5.13, -1.74)
O (1.81, -2.93, -0.58)
H (-0.36, -4.47, -2.57)
H (1.69, -5.98, 0.57)
C (2.64, 2.83, 2.18)
O (1.48, 2.28, 1.54)
C (0.34, 2.27, 2.26)
O (0.26, 2.68, 3.39)
C (-0.77, 1.69, 1.49)
C (-1.99, 1.32, 2.15)
As (-3.63, 2.16, 1.45)
C (-2.91, 3.88, 0.85)
C (-3.42, 1.23, -0.30)
C (-2.30, 0.85, -0.91)
As (-0.45, 0.95, -0.29)
C (0.19, 2.45, -1.33)
C (-2.31, 0.32, -2.32)
O (-1.40, 0.53, -3.07)
O (-3.40, -0.39, -2.59)
C (-3.51, -0.99, -3.90)
C (-4.77, 1.25, -0.99)
O (-5.08, 2.20, -1.66)
O (-5.61, 0.25, -0.75)
C (-5.13, -0.90, 0.00)
C (-2.25, -0.11, 2.51)
O (-1.80, -1.01, 1.86)
O (-3.06, -0.38, 3.54)
C (-3.38, 0.64, 4.52)
H (3.49, 2.48, 1.61)
H (2.70, 2.50, 3.21)
H (2.59, 3.92, 2.16)
H (-2.83, 4.55, 1.71)
H (-3.61, 4.29, 0.13)
H (-1.94, 3.76, 0.39)
H (-0.60, 3.19, -1.41)
H (0.44, 2.06, -2.31)
H (1.07, 2.87, -0.85)
H (-4.55, -0.88, -4.20)
H (-3.24, -2.04, -3.82)
H (-2.85, -0.48, -4.60)
H (-5.98, -1.57, 0.06)
H (-4.83, -0.61, 1.00)
H (-4.31, -1.40, -0.51)
H (-3.41, 0.14, 5.48)
H (-4.35, 1.07, 4.30)
H (-2.63, 1.42, 4.54)

For the total energy, the calculation gives -211029.9616 eV. As for the net charge: 0. The value obtained for the HOMO energy (spin up / spin down) is -8.51 / -8.51 eV. Its spin multiplicity is 5. The value obtained for the frontier orbital gap (spin up / spin down) is 7.48 / 6.10 eV.